[1]
The following is a quantum chemistry calculation of a structure of composition C43H42As2N7O6Rb, from the Open Molecules 2025 dataset.

XYZ file:
```
101
C43H42As2N7O6Rb, DFT wB97M-V/def2-TZVPD
Rb 0.1231 1.7587 -0.0365
O -0.7608 3.9276 1.7618
C -1.2265 5.2263 1.4342
C -0.7037 6.2632 2.1594
C -1.1044 7.5818 1.9223
C -2.0774 7.7933 0.9254
C -2.5948 6.7499 0.2005
C -2.1911 5.3866 0.3903
C -2.7634 4.3794 -0.4211
N -2.4799 3.0861 -0.4739
N -3.3304 2.4333 -1.3504
C -2.9033 1.2613 -1.7697
O -1.7853 0.6927 -1.5469
C -3.8975 0.5279 -2.6309
C -3.5741 -0.7427 -3.1082
C -4.4757 -1.4657 -3.8777
C -5.7206 -0.9339 -4.1867
C -6.0519 0.3344 -3.7180
C -5.1521 1.0555 -2.9487
H 0.0273 6.0208 2.9237
H -0.6790 8.4034 2.4836
H -2.4280 8.7995 0.7165
H -3.3399 6.9512 -0.5620
H -3.5378 4.7433 -1.1044
H -2.6034 -1.1469 -2.8537
H -4.2016 -2.4511 -4.2400
H -6.4255 -1.4978 -4.7880
H -7.0219 0.7596 -3.9539
H -5.3935 2.0391 -2.5695
C 3.2234 -1.9688 1.3683
C 2.0869 -2.3246 2.3367
As 0.7045 -0.9122 2.2774
C -0.8208 -1.7820 1.4380
C -2.0094 -1.0505 1.3963
C -3.0888 -1.4972 0.6518
C -3.0049 -2.6896 -0.0538
C -1.8338 -3.4318 -0.0043
C -0.7464 -2.9763 0.7311
C 0.1092 -0.9983 4.1482
C -0.4979 -2.1278 4.6975
C -0.8713 -2.1543 6.0321
C -0.6479 -1.0455 6.8404
C -0.0554 0.0877 6.3017
C 0.3167 0.1083 4.9630
As 2.6199 -1.9746 -0.5198
C 4.3023 -1.5016 -1.4033
C 4.6461 -2.1379 -2.5940
C 5.7853 -1.7737 -3.2988
C 6.6030 -0.7616 -2.8182
C 6.2644 -0.1150 -1.6376
C 5.1222 -0.4750 -0.9367
C 2.8124 -3.9314 -0.7996
C 1.7551 -4.6071 -1.4044
C 1.8097 -5.9777 -1.6323
C 2.9351 -6.6950 -1.2557
C 4.0025 -6.0347 -0.6588
C 3.9399 -4.6672 -0.4360
H 4.0589 -2.6645 1.4812
H 3.5846 -0.9551 1.5478
H 2.4471 -2.3457 3.3680
H 1.6780 -3.3170 2.1282
H -2.0694 -0.0945 1.9047
H -3.9802 -0.8860 0.5812
H -3.8357 -3.0157 -0.6668
H -1.7542 -4.3603 -0.5595
H 0.1609 -3.5678 0.7405
H -0.6919 -2.9862 4.0631
H -1.3459 -3.0379 6.4435
H -0.9434 -1.0611 7.8827
H 0.1071 0.9622 6.9200
H 0.7517 1.0033 4.5325
H 4.0158 -2.9307 -2.9831
H 6.0276 -2.2770 -4.2276
H 7.4886 -0.4670 -3.3690
H 6.8787 0.6970 -1.2674
H 4.8285 0.0838 -0.0583
H 0.8781 -4.0443 -1.7073
H 0.9742 -6.4798 -2.1054
H 2.9846 -7.7633 -1.4303
H 4.8885 -6.5892 -0.3708
H 4.7863 -4.1579 0.0118
N 0.2162 -0.1955 -3.6363
N 0.8743 0.9823 -4.0701
C 1.7784 1.6049 -3.2051
N 2.3266 2.7732 -3.6924
N 2.0251 1.0156 -2.0838
N 2.7593 1.6844 -1.1047
O 2.7709 1.0511 0.0266
O 2.9076 2.9736 -1.1555
H -0.5370 0.0948 -3.0012
H 0.8614 -0.7190 -3.0479
H 1.2389 0.8630 -5.0034
H 1.6486 3.3124 -4.2114
H 2.7335 3.2658 -2.8874
C -3.6291 2.7466 3.3671
O -2.6659 3.6661 2.8581
C -1.5449 3.0896 2.4165
O -1.2440 1.9319 2.5907
H -4.4096 3.3534 3.8188
H -3.1786 2.0845 4.1062
H -4.0391 2.1545 2.5483
```

Results
Energy above the lowest of the compared OMol25 structures with the same formula, charge and spin = 63.52 kcal/mol
Spin multiplicity = 1
E_LUMO (spin up / spin down) = 3.8 / 3.8 eV
Net charge = -2

Löwdin population analysis, charges in e, atoms 1 to 4: atom 1 (Rb): 0.906, atom 2 (O): 0.029, atom 3 (C): -0.205, atom 4 (C): -0.059

---

[2]
The following is a quantum chemistry calculation of a structure of composition C43H42BN2O3PS2Ti, from the Open Molecules 2025 dataset.

XYZ file:
```
95
C43H42BN2O3PS2Ti, DFT wB97M-V/def2-TZVPD
Ti 0.0975 -2.0647 -0.4890
S 2.6014 -2.6131 0.3407
C 3.1425 -3.8426 -0.7520
C 4.5101 -4.1514 -0.7834
C 5.0445 -5.1399 -1.5979
C 6.4548 -5.3998 -1.5643
N 7.5898 -5.5955 -1.5230
C 4.1861 -5.8768 -2.4373
C 2.8264 -5.5793 -2.4236
C 2.2744 -4.5877 -1.6138
S 0.5421 -4.3385 -1.6990
C 4.6820 -6.9141 -3.2897
N 5.0723 -7.7588 -3.9710
H 5.1734 -3.5887 -0.1396
H 2.1623 -6.1409 -3.0679
C -0.7603 2.8194 0.6015
C -1.8014 2.5294 -0.4431
C -2.1823 3.5487 -1.3099
C -3.1785 3.3606 -2.2562
C -3.8155 2.1288 -2.3399
C -3.4416 1.1052 -1.4877
C -2.4349 1.2834 -0.5394
P -1.9120 -0.1491 0.5028
C -2.2207 0.5720 2.1777
C -1.1320 0.4887 3.0443
C -1.1477 1.0569 4.3065
C -2.2790 1.7428 4.7244
C -3.3663 1.8490 3.8681
C -3.3599 1.2806 2.5964
C -4.5742 1.4961 1.7323
C -3.1531 -1.4441 0.2799
C -4.0688 -1.8503 1.2503
C -4.6623 -3.1006 1.2133
C -4.2707 -3.9922 0.2012
C -3.3759 -3.6258 -0.7720
C -2.8250 -2.3071 -0.8260
C -1.9669 -1.8813 -1.8503
H -0.1476 3.6695 0.3014
H -0.0974 1.9683 0.7571
H -1.2362 3.0556 1.5575
H -1.6720 4.5035 -1.2455
H -3.4449 4.1641 -2.9323
H -4.5949 1.9624 -3.0739
H -3.9399 0.1445 -1.5482
H -0.2354 -0.0159 2.6946
H -0.2822 0.9759 4.9524
H -2.3136 2.1972 5.7076
H -4.2508 2.3895 4.1887
H -4.4734 2.4142 1.1483
H -5.4664 1.5889 2.3551
H -4.7256 0.6805 1.0304
H -4.2865 -1.1929 2.0879
H -5.3684 -3.3999 1.9784
H -4.6764 -4.9995 0.1922
H -3.0821 -4.3418 -1.5312
H -1.8860 -0.8345 -2.1143
H -1.7365 -2.5707 -2.6579
C -0.8407 -5.3213 2.1967
C -1.7397 -4.3553 2.9871
C -1.1688 -2.9722 2.6372
O -0.2942 -3.1670 1.5291
C 0.3261 -4.4421 1.7750
H -1.3569 -5.6842 1.3076
H -0.5101 -6.1777 2.7858
H -1.6838 -4.5310 4.0630
H -2.7815 -4.4288 2.6784
H -0.5837 -2.5595 3.4700
H -1.9345 -2.2613 2.3463
H 1.0667 -4.3186 2.5736
H 0.8230 -4.7552 0.8633
C 2.5311 6.2052 -0.0644
C 3.5064 5.5525 -1.0547
C 3.7726 6.5515 -2.1814
C 4.8360 5.2775 -0.3408
C 2.9121 4.2365 -1.5612
C 2.6330 4.0054 -2.9033
C 2.0690 2.8049 -3.3567
C 1.7867 1.8358 -2.4224
O 1.2283 0.6176 -2.5828
B 1.1115 0.0013 -1.2779
O 1.6694 0.9784 -0.3547
C 2.0638 2.0543 -1.0731
C 2.6233 3.2274 -0.6252
H 2.9435 7.1435 0.3187
H 2.3299 5.5505 0.7833
H 1.5787 6.4198 -0.5526
H 4.1992 7.4665 -1.7619
H 2.8527 6.8175 -2.7047
H 4.4800 6.1510 -2.9093
H 5.2660 6.2091 0.0382
H 5.5492 4.8188 -1.0274
H 4.7008 4.5981 0.5002
H 2.8502 4.7688 -3.6374
H 1.8566 2.6516 -4.4066
H 2.8137 3.3525 0.4330
```

Results
Energy above the lowest of the compared OMol25 structures with the same formula, charge and spin = 8.22 kcal/mol
Spin multiplicity = 3
E_LUMO (spin up / spin down) = 3.7 / 3.7 eV
Net charge = -2

Löwdin population analysis, charges in e, atoms 1 to 4: atom 1 (Ti): 0.384, atom 2 (S): 0.587, atom 3 (C): -0.692, atom 4 (C): -0.092

---

[3]
The following is a quantum chemistry calculation of a structure of composition C43H42InO6SSb2 in a non-equilibrium geometry, from the Open Molecules 2025 dataset.

XYZ file:
```
95
C43H42InO6SSb2, DFT wB97M-V/def2-TZVPD
In 0.7994 -0.0684 0.4956
O 2.9093 -2.9496 2.8878
C 1.9806 -2.3953 2.2812
O 2.1054 -1.2024 1.7336
C 0.5776 -3.0481 2.1800
C -0.5865 -2.1268 2.7116
C -1.7033 -3.0704 3.1515
C -2.1909 -3.6203 1.7463
C -1.3422 -2.8015 0.7361
O -1.0943 -1.5311 1.4550
C 0.0885 -3.4775 0.7545
C 0.9214 -3.2157 -0.4985
O 1.3384 -4.1111 -1.2090
O 1.0959 -1.9160 -0.7471
H 0.6860 -3.8730 2.8511
H -0.2612 -1.3184 3.3722
H -2.4900 -2.5593 3.7256
H -1.3723 -3.9078 3.7859
H -3.2416 -3.5991 1.5052
H -1.8995 -4.6987 1.6313
H -1.8224 -2.6641 -0.2287
H -0.0531 -4.5967 0.7703
C -0.0268 1.0328 -4.1650
C -1.0250 2.0113 -3.6075
C -0.5438 2.8111 -2.3737
Sb -0.8328 1.9425 -0.4386
C -0.6452 3.7309 0.7259
C 0.0476 4.8183 0.2217
C -0.4335 6.1573 0.4878
C -1.5034 6.3667 1.3667
C -2.0863 5.2560 2.0019
C -1.6322 3.9705 1.7292
C -2.9464 1.5510 -0.3621
C -3.4150 0.6144 0.5557
C -4.7685 0.2183 0.5214
C -5.6740 0.9143 -0.2597
C -5.2422 1.9454 -1.0992
C -3.8860 2.2474 -1.1539
Sb 0.4281 -0.8074 -2.8749
C 2.5038 -1.1213 -3.3407
C 3.4550 -0.1726 -3.6859
C 4.7863 -0.5016 -3.8812
C 5.2134 -1.8300 -3.8163
C 4.2874 -2.8002 -3.4896
C 2.9700 -2.4406 -3.1699
C -0.3461 -2.3012 -4.1148
C 0.2892 -2.9718 -5.1787
C -0.3339 -4.0616 -5.7977
C -1.6134 -4.4780 -5.4621
C -2.2914 -3.7645 -4.4735
C -1.6972 -2.6689 -3.8346
H 0.9564 1.4339 -4.3818
H -0.4180 0.6374 -5.1057
H -1.9320 1.4304 -3.4298
H -1.2376 2.8057 -4.3051
H -0.9767 3.7892 -2.3248
H 0.5453 2.9003 -2.4351
H 0.8516 4.7079 -0.4648
H 0.0858 7.0006 -0.0081
H -1.9199 7.3970 1.4501
H -2.8944 5.4127 2.7305
H -2.0487 3.1700 2.3394
H -2.7443 0.0894 1.1970
H -5.0487 -0.6930 1.0175
H -6.6809 0.5659 -0.3714
H -5.9605 2.5766 -1.6677
H -3.4825 3.0059 -1.8173
H 3.1746 0.8746 -3.7518
H 5.4710 0.3516 -4.0471
H 6.2230 -2.1304 -4.0357
H 4.5673 -3.8268 -3.3177
H 2.3437 -3.2192 -2.6744
H 1.3129 -2.7877 -5.4899
H 0.1847 -4.6629 -6.4931
H -2.1265 -5.2612 -5.9884
H -3.3495 -3.8897 -4.2113
H -2.3264 -2.0530 -3.1251
C 3.6296 3.7838 2.2994
C 3.0355 2.5673 3.0847
O 2.0436 2.0016 2.6599
H 3.4057 3.5708 1.3036
H 4.6549 3.8969 2.5183
H 3.1367 4.7302 2.4892
S 3.8398 2.3894 4.6720
C 2.5906 1.3651 5.3293
C 1.7587 1.9155 6.2495
C 0.7208 1.0481 6.8257
C 0.6944 -0.3105 6.4962
C 1.5773 -0.8348 5.5275
C 2.5018 -0.0078 4.9064
H 1.8095 3.0266 6.4016
H 0.0145 1.4853 7.4892
H -0.0803 -0.9329 6.9716
H 1.4674 -1.9072 5.2743
H 3.1470 -0.3294 4.0907
```

Results
Energy above the lowest of the compared OMol25 structures with the same formula, charge and spin = 61.88 kcal/mol
Spin multiplicity = 1
E_LUMO = 2.3 eV
Net charge = -1

Löwdin population analysis, charges in e, atoms 1 to 4: atom 1 (In): 0.564, atom 2 (O): 0.010, atom 3 (C): -0.575, atom 4 (O): -0.226

---

[4]
The following is a quantum chemistry calculation of a structure of composition C43H43BeN5O5, from the Open Molecules 2025 dataset.

XYZ file:
```
97
C43H43BeN5O5, DFT wB97M-V/def2-TZVPD
Be 1.1970 0.1827 0.1709
C 4.4809 -2.3028 0.3892
O 3.2843 -2.8596 1.0286
C 2.3353 -1.9753 0.8405
N 2.6040 -0.8873 0.2300
C 4.0297 -0.9219 -0.1564
C 4.2191 -0.7694 -1.6465
C 5.0447 0.2265 -2.1517
C 5.2453 0.3435 -3.5213
C 4.6236 -0.5394 -4.3909
C 3.7986 -1.5399 -3.8900
C 3.5949 -1.6524 -2.5237
C 0.9626 -2.1794 1.3251
C 0.5054 -3.3113 1.9619
C -0.8215 -3.3203 2.3783
C -1.6011 -2.1987 2.1647
C -1.0502 -1.1025 1.5078
N 0.2086 -1.0988 1.0749
C -1.8443 0.1140 1.2396
N -1.5561 0.9629 0.3534
C -2.5924 2.0091 0.4267
C -3.4024 1.6298 1.6838
O -2.9358 0.2913 2.0084
C -1.9838 3.3941 0.4282
C -0.8595 3.6531 -0.3499
C -0.3299 4.9332 -0.4146
C -0.9107 5.9691 0.3045
C -2.0309 5.7174 1.0849
C -2.5675 4.4370 1.1418
H 4.7735 -2.9917 -0.3988
H 5.2589 -2.2467 1.1449
H 4.5410 -0.1076 0.3591
H 5.5442 0.9072 -1.4714
H 5.9002 1.1133 -3.9066
H 4.7935 -0.4598 -5.4562
H 3.3306 -2.2447 -4.5657
H 2.9523 -2.4392 -2.1424
H 1.1682 -4.1491 2.1253
H -1.2350 -4.1894 2.8716
H -2.6311 -2.1561 2.4870
H -3.2139 1.9064 -0.4699
H -4.4775 1.5873 1.5346
H -3.1585 2.2645 2.5345
H -0.3868 2.8411 -0.8891
H 0.5456 5.1207 -1.0242
H -0.5038 6.9699 0.2456
H -2.5018 6.5217 1.6345
H -3.4613 4.2693 1.7306
O 0.8921 0.4569 -1.3946
C 0.7714 0.0083 -2.5447
C 0.9556 0.8995 -3.7237
C -0.4625 1.0588 -4.3471
C -1.6532 0.8727 -3.3781
C -2.0907 -0.5808 -3.1108
C -1.1279 -1.3908 -2.2433
N 0.2437 -1.2181 -2.7753
H 1.6491 0.4594 -4.4424
H 1.3659 1.8482 -3.3842
H -0.5749 0.3570 -5.1770
H -0.5146 2.0546 -4.7850
H -2.5069 1.3869 -3.8202
H -1.4547 1.3811 -2.4272
H -2.2280 -1.0897 -4.0702
H -3.0697 -0.5800 -2.6256
H -1.3759 -2.4508 -2.2383
H -1.1285 -1.0220 -1.2207
H 0.2703 -1.4506 -3.7621
C -2.8492 1.2517 5.1567
O -1.7579 1.8003 4.4131
C -0.6215 1.0659 4.3247
C -0.4617 -0.2270 4.8036
C 0.7778 -0.8463 4.6974
C 1.8595 -0.1873 4.1330
C 1.7012 1.0994 3.6420
C 0.4611 1.7098 3.7125
N 0.2245 3.0504 3.3175
C 0.8687 3.8762 2.5373
C 1.9100 3.6887 1.5909
C 2.6702 4.8478 1.2904
C 3.6466 4.8356 0.3352
C 3.8450 3.6569 -0.4021
C 3.0859 2.5338 -0.1779
C 2.0899 2.5099 0.8209
O 1.3064 1.4890 1.0093
H -2.5364 1.0099 6.1725
H -3.2467 0.3679 4.6562
H -3.6092 2.0266 5.1869
H -1.2828 -0.7418 5.2800
H 0.9015 -1.8453 5.0951
H 2.8324 -0.6595 4.1043
H 2.5420 1.6401 3.2323
H -0.5624 3.4555 3.8155
H 0.5282 4.9018 2.6491
H 2.4736 5.7539 1.8512
H 4.2390 5.7164 0.1366
H 4.5940 3.6382 -1.1844
H 3.2182 1.6605 -0.8036
```

Results
Energy above the lowest of the compared OMol25 structures with the same formula, charge and spin = 0.00 kcal/mol
Spin multiplicity = 1
E_LUMO = -5.8 eV
Net charge = +2

Löwdin population analysis, charges in e, atoms 1 to 4: atom 1 (Be): 0.103, atom 2 (C): 0.003, atom 3 (O): 0.083, atom 4 (C): -0.282